No. 1
C35H69Br2N9O13 | ωB97M-V with the def2-TZVPD basis set

Geometry as XYZ:
```
128
C35H69Br2N9O13 (ωB97M-V with the def2-TZVPD basis set)
C -1.688 0.065 4.506
C -2.190 0.336 3.098
Br -4.118 -0.091 3.092
C -1.872 1.826 2.704
Br -3.293 2.888 1.871
C -0.565 1.917 1.876
C -0.037 3.331 1.964
C 1.289 3.539 1.251
C 2.417 2.767 1.865
O 2.577 2.614 3.049
O 3.273 2.207 0.938
O 0.295 0.981 2.526
C 0.641 -0.094 1.797
O 1.235 -1.022 2.273
C 0.141 0.088 0.379
C -0.630 1.414 0.445
O -2.001 1.198 -0.094
C -1.999 1.273 -1.354
N -1.960 1.245 -2.517
H -1.040 0.852 4.868
H -1.116 -0.849 4.546
H -2.502 -0.033 5.200
H -1.785 -0.358 2.385
H -1.682 2.346 3.621
H -0.769 3.991 1.531
H 0.091 3.629 2.993
H 1.230 3.335 0.199
H 1.551 4.584 1.342
H 4.151 2.543 1.144
H -0.570 -0.684 0.143
H 0.991 0.152 -0.279
H -0.164 2.059 -0.280
C 4.183 -1.884 2.798
C 5.111 -2.917 2.207
O 5.095 -3.199 1.016
N 5.980 -3.524 3.052
C 6.143 -3.300 4.482
H 3.552 -1.488 2.015
H 3.548 -2.330 3.562
H 4.757 -1.065 3.235
H 6.572 -4.204 2.604
H 7.167 -2.972 4.679
H 5.956 -4.237 5.013
H 5.452 -2.546 4.842
C 1.211 3.738 -3.842
C 1.969 4.413 -2.725
O 1.444 4.672 -1.649
N 3.269 4.725 -2.948
C 4.056 4.494 -4.147
H 0.193 3.551 -3.514
H 1.183 4.377 -4.725
H 1.675 2.786 -4.100
H 3.715 5.173 -2.164
H 4.911 3.860 -3.911
H 4.422 5.446 -4.536
H 3.463 4.009 -4.914
C -7.448 -1.779 -1.449
C -6.518 -1.178 -0.423
O -6.854 -0.999 0.737
N -5.274 -0.834 -0.849
C -4.715 -0.970 -2.187
H -8.399 -2.002 -0.972
H -7.615 -1.082 -2.270
H -7.033 -2.705 -1.847
H -4.696 -0.439 -0.124
H -3.831 -1.610 -2.148
H -4.419 0.012 -2.553
H -5.435 -1.403 -2.873
C 11.003 -1.829 3.837
C 9.594 -1.448 4.217
O 8.981 -2.024 5.105
N 9.013 -0.434 3.528
C 9.573 0.356 2.445
H 11.325 -2.650 4.470
H 11.046 -2.151 2.796
H 11.681 -0.987 3.984
H 8.074 -0.229 3.830
H 9.592 1.409 2.728
H 8.958 0.244 1.551
H 10.583 0.039 2.214
C 3.716 -2.206 8.721
C 2.232 -2.119 8.451
O 1.476 -1.490 9.171
N 1.758 -2.778 7.358
C 2.500 -3.570 6.394
H 3.939 -1.636 9.617
H 4.017 -3.242 8.880
H 4.283 -1.789 7.888
H 0.764 -2.681 7.231
H 2.376 -3.135 5.400
H 2.114 -4.591 6.383
H 3.557 -3.598 6.636
C -10.609 -1.361 -5.941
C -9.787 -1.178 -4.688
O -8.567 -1.257 -4.694
N -10.455 -0.909 -3.534
C -11.889 -0.772 -3.338
H -9.939 -1.563 -6.770
H -11.294 -2.202 -5.829
H -11.178 -0.457 -6.171
H -9.854 -0.799 -2.733
H -12.116 0.221 -2.950
H -12.235 -1.516 -2.618
H -12.423 -0.913 -4.270
C -8.938 3.642 -7.591
C -9.726 2.539 -6.926
O -10.716 2.043 -7.444
N -9.295 2.104 -5.716
C -8.153 2.553 -4.942
H -9.403 3.877 -8.543
H -8.936 4.539 -6.970
H -7.911 3.325 -7.770
H -9.864 1.366 -5.335
H -7.472 1.716 -4.777
H -8.487 2.927 -3.973
H -7.620 3.344 -5.457
C 5.432 -1.724 -2.182
C 6.648 -1.622 -3.069
O 7.494 -0.754 -2.922
N 6.777 -2.547 -4.059
C 5.885 -3.645 -4.383
H 5.468 -0.930 -1.444
H 4.520 -1.615 -2.772
H 5.415 -2.680 -1.657
H 7.607 -2.427 -4.616
H 6.419 -4.593 -4.300
H 5.521 -3.537 -5.406
H 5.035 -3.665 -3.711
```

Summary:
Kohn-Sham gap: 9.22 eV
HOMO level: -9.20 eV
SMILES: C[C@@H](Br)[C@H](Br)[C@@]1(CCC(=O)O)OC(=O)C[C@H]1OC#N.CNC(C)=O.CNC(C)=O.CNC(C)=O.CNC(C)=O.CNC(C)=O.CNC(C)=O.CNC(C)=O.CNC(C)=O
Total charge: 0

---

No. 2
C28H31F5MoNO10P2S3 | ωB97M-V with the def2-TZVPD basis set

Geometry as XYZ:
```
81
C28H31F5MoNO10P2S3 (ωB97M-V with the def2-TZVPD basis set)
Mo -0.765 -0.065 -0.299
O -0.093 1.624 -0.702
S 1.000 2.799 -1.012
C 0.178 3.666 -2.396
C -1.091 2.997 -2.935
C -2.325 3.159 -2.024
C -3.474 2.212 -2.430
S -3.917 0.975 -1.182
O -2.508 0.649 -0.544
C -4.745 1.933 0.020
C -4.081 2.728 0.949
C -4.843 3.446 1.852
C -6.234 3.359 1.823
C -6.877 2.555 0.888
C -6.133 1.822 -0.022
C 2.336 1.950 -1.708
C 3.398 1.725 -0.825
C 4.516 1.061 -1.296
C 4.555 0.630 -2.618
C 3.474 0.840 -3.477
C 2.357 1.518 -3.036
H 0.955 3.762 -3.153
H -0.037 4.663 -2.009
H -0.894 1.949 -3.140
H -1.309 3.477 -3.890
H -2.671 4.189 -2.086
H -2.059 2.985 -0.989
H -3.241 1.641 -3.331
H -4.419 2.731 -2.602
H -3.003 2.778 0.978
H -4.353 4.081 2.581
H -6.821 3.927 2.534
H -7.959 2.493 0.869
H -6.626 1.190 -0.757
H 3.350 2.080 0.200
H 5.366 0.906 -0.643
H 5.442 0.134 -2.992
H 3.518 0.490 -4.502
H 1.534 1.704 -3.718
O -0.251 -3.888 -0.098
P -0.918 -3.020 1.009
O -2.001 -3.522 1.819
O -1.344 -1.718 0.087
O 0.281 -2.327 1.830
P 1.621 -1.700 1.139
O 2.222 -0.850 2.306
O 2.446 -2.657 0.434
O 0.942 -0.570 0.205
H 0.041 -4.782 0.162
H 3.048 -1.214 2.675
O -0.925 0.460 1.745
C -1.462 0.692 2.874
C -0.641 0.742 4.122
C -1.325 -0.223 5.136
C -1.950 -1.494 4.502
C -3.404 -1.378 3.982
C -3.559 -0.501 2.731
N -2.780 0.749 3.017
H -0.569 1.755 4.530
H 0.363 0.414 3.867
H -2.084 0.316 5.708
H -0.564 -0.521 5.854
H -1.960 -2.272 5.265
H -1.302 -1.868 3.706
H -4.037 -0.973 4.778
H -3.773 -2.377 3.744
H -4.597 -0.248 2.534
H -3.135 -0.981 1.859
H -3.050 1.109 3.923
F -2.198 -6.074 -3.715
C -1.824 -4.851 -3.445
C -2.700 -3.993 -2.792
F -3.908 -4.402 -2.453
C -2.292 -2.716 -2.505
F -3.147 -1.890 -1.901
C -1.015 -2.273 -2.834
S -0.468 -0.640 -2.541
C -0.158 -3.145 -3.494
F 1.067 -2.747 -3.817
C -0.554 -4.427 -3.796
F 0.277 -5.253 -4.402
```

Summary:
Kohn-Sham gap (alpha / beta): 6.41 / 5.26 eV
HOMO level (alpha / beta): -17.19 / -16.97 eV
Total charge: +3

---

No. 3
C22H31F6NO9S3 | ωB97M-V with the def2-TZVPD basis set

Geometry as XYZ:
```
72
C22H31F6NO9S3 (ωB97M-V with the def2-TZVPD basis set)
C -3.511 2.892 -1.285
C -3.874 2.796 -2.757
O -4.368 4.091 -3.106
C -2.602 2.526 -3.600
C -2.543 1.165 -4.187
C -1.703 0.169 -3.853
C -0.684 0.197 -2.780
C -1.143 -0.568 -1.529
C 0.043 -0.806 -0.566
N -0.054 -0.168 0.731
C -1.747 -1.102 -4.630
O -0.742 -1.758 -4.795
C -3.079 -1.526 -5.201
C -3.383 -3.001 -5.386
F -2.233 -3.706 -5.325
F -3.930 -3.244 -6.592
C -4.314 -3.599 -4.244
F -5.366 -4.231 -4.789
F -4.726 -2.643 -3.401
F -3.613 -4.499 -3.522
C -3.904 -0.524 -5.527
S -5.486 -0.752 -6.325
O -6.273 -1.682 -5.606
O -5.269 -0.881 -7.718
F -6.134 0.623 -6.084
C -3.491 0.903 -5.292
O -3.908 1.799 -6.001
H -2.994 3.831 -1.141
H -4.425 2.905 -0.708
H -2.863 2.084 -0.971
H -4.640 2.045 -2.917
H -5.153 3.982 -3.641
H -1.727 2.775 -3.020
H -2.634 3.230 -4.424
H 0.228 -0.279 -3.117
H -0.411 1.200 -2.478
H -1.566 -1.526 -1.819
H -1.925 -0.011 -1.030
H 0.203 -1.864 -0.426
H 0.948 -0.435 -1.042
H -0.465 0.749 0.686
H -0.511 -0.743 1.414
C 2.211 -3.825 4.721
C 3.647 -3.283 4.745
C 3.832 -2.415 3.494
S 2.204 -1.775 3.088
O 1.797 -2.330 1.823
O 2.165 -0.358 3.348
C 1.321 -2.631 4.390
H 1.932 -4.277 5.672
H 2.114 -4.588 3.946
H 3.793 -2.674 5.639
H 4.381 -4.086 4.773
H 4.505 -1.577 3.667
H 4.176 -2.998 2.642
H 0.332 -2.907 4.033
H 1.241 -1.948 5.235
C 3.916 2.939 5.648
C 5.199 3.697 6.013
C 6.385 2.833 5.567
S 5.793 1.857 4.177
O 5.800 0.464 4.561
O 6.432 2.304 2.967
C 4.108 2.453 4.215
H 3.033 3.570 5.738
H 3.787 2.083 6.315
H 5.219 4.652 5.484
H 5.253 3.914 7.079
H 7.232 3.428 5.238
H 6.698 2.140 6.345
H 3.428 1.651 3.933
H 4.036 3.276 3.505
```

Summary:
Kohn-Sham gap: 6.82 eV
HOMO level: -8.87 eV
ΔE to the lowest compared entry with this formula, charge and spin: 0.0 kJ/mol
SMILES: C[C@@H](O)CC1=C(CCCN)C(=O)C(C(F)(F)C(F)(F)F)=C(S(=O)(=O)F)C1=O.O=S1(=O)CCCC1.O=S1(=O)CCCC1
Total charge: 0

---

No. 4
C8H16NO3 | ωB97M-V with the def2-TZVPD basis set

Geometry as XYZ:
```
28
C8H16NO3 (ωB97M-V with the def2-TZVPD basis set)
C -1.503 -0.116 1.536
C -1.057 -0.643 -1.720
C -1.024 1.290 1.088
C 0.021 -1.479 -0.955
C 0.483 -0.624 0.180
C -0.269 0.887 -0.215
C 2.011 -0.644 0.434
C 0.629 1.772 -1.006
N -0.262 -0.854 1.522
O -1.362 0.458 -0.994
O -0.277 1.813 2.154
O 1.035 -1.963 -1.752
H -1.941 -0.219 2.528
H -2.066 -0.463 0.704
H -0.612 -0.149 -2.657
H -1.963 -1.054 -1.913
H -1.782 1.884 0.714
H -0.594 -2.318 -0.480
H 2.085 0.071 1.375
H 2.509 -0.154 -0.382
H 2.479 -1.650 0.630
H 0.632 1.298 -2.010
H 1.640 1.881 -0.690
H 0.182 2.729 -1.108
H 0.294 -0.572 2.386
H -0.466 -1.841 1.584
H 0.246 2.497 1.756
H 0.932 -1.837 -2.708
```

Summary:
Kohn-Sham gap (alpha / beta): 3.97 / 5.54 eV
HOMO level (alpha / beta): -6.83 / -14.74 eV
Spin multiplicity: 3
Total charge: +1
⟨S²⟩: 2.0045

---

No. 5
C29H72BF4N2O9 | ωB97M-V with the def2-TZVPD basis set

Geometry as XYZ:
```
117
C29H72BF4N2O9 (ωB97M-V with the def2-TZVPD basis set)
C -42.397 -48.005 13.259
C -42.219 -46.357 13.263
C -43.454 -45.625 13.714
C -43.631 -45.671 15.207
C -42.448 -45.103 15.906
C -41.235 -45.780 15.652
N -40.998 -45.963 14.165
O -39.787 -45.976 13.756
C -41.177 -47.152 16.265
C -40.048 -44.921 16.147
C -41.856 -46.066 11.732
H -42.828 -48.187 14.186
H -41.544 -48.488 12.997
H -43.269 -48.186 12.557
H -44.387 -46.044 13.486
H -43.637 -44.523 13.318
H -43.802 -46.689 15.346
H -44.387 -45.183 15.543
H -42.705 -45.242 16.977
H -42.234 -44.115 15.605
H -42.119 -47.721 16.337
H -40.958 -47.067 17.254
H -40.364 -47.942 16.023
H -39.936 -44.006 15.619
H -39.171 -45.517 15.949
H -40.054 -44.934 17.334
H -41.060 -46.464 11.353
H -41.324 -45.045 11.755
H -42.577 -46.081 10.903
C -49.182 -38.604 17.698
C -50.503 -39.580 17.862
C -50.115 -40.637 18.917
C -51.325 -41.290 19.439
C -52.318 -40.445 19.994
C -52.753 -39.221 19.064
N -51.645 -38.708 18.319
O -51.805 -37.594 17.774
C -53.445 -38.032 19.896
C -53.907 -39.662 18.034
C -50.872 -40.104 16.377
H -48.906 -38.374 18.670
H -49.240 -37.944 17.011
H -48.404 -39.297 17.360
H -49.672 -40.034 19.789
H -49.363 -41.177 18.506
H -51.129 -42.094 20.112
H -51.756 -41.833 18.496
H -52.091 -40.109 21.081
H -53.299 -40.933 20.192
H -53.994 -37.312 19.388
H -52.885 -37.625 20.654
H -54.207 -38.645 20.636
H -53.679 -40.647 17.468
H -54.195 -38.819 17.302
H -54.742 -40.013 18.581
H -51.302 -39.119 15.993
H -51.607 -40.979 16.484
H -49.996 -40.554 15.859
B -47.451 -42.604 16.449
F -47.872 -41.678 15.481
F -46.670 -43.537 15.862
F -46.769 -41.958 17.527
F -48.580 -43.196 16.871
C -49.158 -40.051 12.965
O -48.114 -39.652 13.714
H -49.994 -39.505 13.565
H -49.320 -41.130 13.218
H -49.032 -39.917 11.915
H -48.086 -40.259 14.346
C -48.535 -46.252 15.568
O -47.151 -46.414 15.942
H -49.549 -46.212 16.411
H -48.640 -47.037 14.911
H -48.494 -45.272 15.078
H -46.929 -45.437 16.169
C -50.875 -44.178 14.146
O -50.777 -43.255 15.220
H -50.591 -45.224 14.229
H -50.041 -43.723 13.624
H -51.717 -44.188 13.617
H -50.091 -43.412 15.723
C -46.773 -42.831 12.356
O -46.299 -44.018 13.013
H -46.373 -42.549 11.396
H -46.757 -41.872 12.863
H -47.815 -42.971 12.245
H -46.425 -43.982 13.933
C -47.176 -43.113 20.520
O -47.843 -43.530 21.733
H -47.343 -43.833 19.653
H -46.191 -43.042 20.857
H -47.707 -42.113 20.218
H -47.301 -44.252 22.064
C -41.914 -42.226 18.925
C -43.496 -41.974 18.673
C -43.960 -40.555 19.038
O -43.845 -42.313 17.368
H -41.798 -42.030 19.892
H -41.400 -41.485 18.242
H -41.616 -43.311 18.607
H -44.055 -42.704 19.481
H -43.829 -40.441 20.087
H -44.931 -40.363 18.804
H -43.452 -40.002 18.170
H -44.727 -42.507 17.389
C -42.097 -39.447 13.984
C -43.011 -40.379 15.024
C -44.268 -40.811 14.375
O -42.165 -41.500 15.271
H -42.735 -38.545 13.764
H -41.875 -39.834 13.108
H -41.315 -39.274 14.616
H -43.250 -39.790 16.046
H -44.782 -41.644 14.936
H -44.246 -41.083 13.431
H -44.779 -39.895 14.142
H -42.497 -41.806 16.035
```

Summary:
Kohn-Sham gap: 5.56 eV
HOMO level: -11.16 eV
ΔE to the lowest compared entry with this formula, charge and spin: 0.0 kJ/mol
Total charge: +1

---

No. 6
C5H6N2O | ωB97M-V with the def2-TZVPD basis set

Geometry as XYZ:
```
14
C5H6N2O (ωB97M-V with the def2-TZVPD basis set)
C -0.541 -1.710 -0.023
C -1.692 -0.626 0.072
C 0.585 1.580 -0.024
C 1.120 0.264 0.530
C 0.663 -0.790 -0.453
H -0.921 -2.441 -0.797
H -0.584 -2.000 1.035
H -2.581 -0.939 0.758
H 1.234 2.552 -0.390
H 1.074 0.317 1.735
H 0.559 -0.730 -1.525
N -1.569 0.638 0.072
N -0.709 1.620 -0.260
O 2.044 -0.609 -0.013
```

Summary:
Kohn-Sham gap: 8.84 eV
HOMO level: -8.60 eV
ΔE to the lowest compared entry with this formula, charge and spin: 572.8 kJ/mol
SMILES: C1=NN=C[C@@H]2O[C@H]2C1
Total charge: 0